# 1
ORCA calculation (ωB97M-V/def2-TZVPD) on C33H53BrClGeN4O5Ru as an isolated structure at a distorted geometry.

```
99
C33H53BrClGeN4O5Ru | OMol25 | ωB97M-V/def2-TZVPD
Ru -0.58007 1.17047 1.94689
C -1.69527 4.06697 3.99069
C -0.20047 3.69727 3.91669
C 0.50093 4.59647 2.88389
C 0.45273 3.87127 5.29139
O -0.11577 2.35147 3.53499
Ge -0.38587 0.70377 4.96259
O -1.79037 0.29807 3.30099
C -3.12747 -0.05133 3.44589
C -3.62877 0.34507 4.83859
C -3.94787 0.68337 2.36929
C -3.27257 -1.57523 3.25859
O 0.75473 -0.19333 3.86259
C 1.87633 -1.00843 4.20309
C 3.12973 -0.13223 4.24459
C 2.01003 -2.10123 3.13729
C 1.63383 -1.64823 5.57999
H -1.79717 5.14127 4.12079
H -2.19587 3.76887 3.06569
H -2.16207 3.56437 4.83849
H 0.55943 5.61127 3.26759
H 1.51353 4.23717 2.70639
H -0.05947 4.62247 1.94889
H 0.38783 4.90997 5.60099
H -0.06537 3.26247 6.03879
H 1.50113 3.57637 5.25349
H -3.45477 1.40907 5.01299
H -4.69537 0.15117 4.91519
H -3.11767 -0.23843 5.60949
H -3.97697 1.75167 2.57749
H -3.51027 0.51407 1.38449
H -4.96377 0.30077 2.36809
H -2.67397 -2.09453 4.00409
H -4.31437 -1.84843 3.38709
H -2.94647 -1.87303 2.26469
H 3.39413 0.19587 3.24069
H 2.94153 0.74057 4.87329
H 3.96683 -0.68673 4.65849
H 2.23743 -1.65443 2.17129
H 2.82333 -2.77153 3.39819
H 1.08583 -2.67103 3.06659
H 1.75163 -0.89253 6.36099
H 0.63163 -2.07943 5.62589
H 2.35503 -2.44053 5.75929
O 2.37233 5.18827 -1.70201
C 1.86593 4.25357 -0.95391
C 2.58333 3.45687 -0.03881
C 1.92493 2.51247 0.71539
N 0.59623 2.31577 0.65009
C -0.08507 3.08477 -0.21891
Br -1.98237 2.84937 -0.10481
C 0.47343 4.01957 -1.04451
H 3.31083 5.39617 -1.55781
H 3.64313 3.61617 0.09109
H 2.46193 1.89757 1.42989
H -0.12707 4.61337 -1.71531
C -1.45367 -0.43673 -6.01671
C -1.12837 -0.54963 -4.52281
C 0.36513 -0.35043 -4.29861
C -1.92067 0.52797 -3.78031
C -1.60777 -2.00933 -4.01591
O -2.89447 -2.22293 -4.48891
C -0.65677 -3.12273 -4.55821
C 0.60983 -3.45503 -3.76051
C 1.89833 -3.61413 -4.50121
C 3.07463 -3.69843 -3.71461
C 4.31083 -3.87093 -4.27701
C 4.44413 -3.94823 -5.68261
Cl 5.96263 -4.13623 -6.38611
C 3.28003 -3.87373 -6.48341
C 2.04343 -3.71443 -5.90061
C -1.86907 -2.15223 -2.47481
N -1.14177 -1.41453 -1.47851
C -1.66247 -0.59063 -0.56711
N -0.71527 -0.23183 0.29919
C 0.39173 -0.88483 -0.14951
N 0.15053 -1.60093 -1.21171
H -0.90887 0.40777 -6.43641
H -2.51477 -0.26033 -6.17301
H -1.15907 -1.30443 -6.60121
H 0.60233 0.70357 -4.43891
H 0.96073 -0.91553 -5.00991
H 0.67343 -0.61633 -3.29131
H -1.78257 1.46867 -4.30851
H -1.57797 0.68427 -2.76161
H -2.98537 0.31957 -3.78121
H -2.94167 -2.44693 -5.42981
H -0.39147 -2.86483 -5.58001
H -1.28217 -4.01853 -4.61151
H 0.46003 -4.40933 -3.23501
H 0.77383 -2.74203 -2.94631
H 2.98673 -3.63943 -2.63971
H 5.19183 -3.95033 -3.66031
H 3.36693 -3.94463 -7.55861
H 1.18043 -3.68843 -6.55191
H -1.74917 -3.21713 -2.24701
H -2.92747 -1.90343 -2.35261
H -2.68487 -0.26233 -0.56211
H 1.36113 -0.83453 0.30879
```

Frontier orbital gap (alpha / beta) ... 6.7 / 3.5 eV
Charge ... +4
Multiplicity ... 6

Atom charges from the Löwdin analysis, given in e for atoms 1 to 2: 1.527 0.002

=====

# 2
ORCA calculation (ωB97M-V/def2-TZVPD) on C27H18N6O3PtS as an isolated structure.

```
56
C27H18N6O3PtS | OMol25 | ωB97M-V/def2-TZVPD
Pt 1.52616 -0.22196 -0.41472
C 4.10567 -3.63840 -0.88458
C 3.06271 -2.71779 -1.07349
N 2.92828 -1.65900 -0.30572
C 3.83136 -1.40715 0.70263
C 4.90164 -2.27989 0.94133
C 5.00792 -3.42345 0.11580
C 5.82571 -1.96898 1.96574
C 5.66444 -0.80965 2.66649
C 4.59404 0.07684 2.42094
C 3.64263 -0.20632 1.46178
N 2.54432 0.53981 1.08602
C 1.90395 1.57139 1.74722
C 2.20046 2.13124 2.97178
C 1.45690 3.22360 3.46826
C 0.42716 3.77540 2.76602
C 0.05968 3.20303 1.52549
C -1.00664 3.69172 0.73521
C -1.31678 3.08503 -0.44507
C -0.59081 1.94959 -0.83496
N 0.38915 1.44936 -0.11191
C 0.76717 2.09038 1.05038
H 4.17503 -4.49681 -1.53658
H 2.32233 -2.84037 -1.85194
H 5.82127 -4.11858 0.28499
H 6.65262 -2.63801 2.16169
H 6.38114 -0.54545 3.43316
H 4.56290 1.00083 2.97128
H 2.99276 1.73671 3.58314
H 1.72856 3.63309 4.43243
H -0.11945 4.63016 3.14103
H -1.56688 4.55249 1.07897
H -2.12013 3.43687 -1.07658
H -0.84127 1.42966 -1.74483
O -5.38018 1.37188 -4.40640
S -6.56133 0.96150 -3.66989
O -7.34131 2.04240 -3.10841
O -7.32074 -0.12069 -4.26980
C -5.86762 0.13444 -2.21989
N -6.63488 -0.03408 -1.12664
C -6.09042 -0.63553 -0.08943
C -4.76983 -1.07935 -0.07322
C -4.07104 -0.87344 -1.24289
N -4.60220 -0.28553 -2.30149
C -2.61741 -1.18806 -1.39795
C -1.96515 -0.72648 -2.54369
C -0.59208 -0.80813 -2.60666
N 0.14728 -1.36322 -1.63392
C -0.50261 -1.95896 -0.61443
C -1.86816 -1.87527 -0.44662
H -6.72304 -0.75845 0.78489
H -4.33887 -1.54204 0.80330
H -2.54885 -0.25935 -3.32797
H -0.03974 -0.37849 -3.43362
H 0.10511 -2.52927 0.07548
H -2.33097 -2.32930 0.41784
```

Frontier orbital gap ... 5.8 eV
Charge ... 0
Multiplicity ... 1

Atom charges from the natural (NBO) analysis, given in e for atoms 1 to 2: 0.842 -0.261

=====

# 3
ORCA calculation (ωB97M-V/def2-TZVPD) on one molecule with the formula C25H35N3O2.

```
65
C25H35N3O2 | OMol25 | ωB97M-V/def2-TZVPD
C 6.29971 -2.62180 1.44723
C 5.07927 -3.10646 0.65465
N 3.79436 -2.94754 1.30563
C 3.63949 -3.75351 2.50260
C 2.17601 -4.04382 2.81831
C 3.38825 -1.56577 1.49111
C 1.91181 -1.37486 1.25312
C 1.28092 -2.06275 0.22351
C -0.06438 -1.87692 -0.02783
C -0.80308 -0.98511 0.74209
C -2.27450 -0.80007 0.51253
O -3.08803 -1.39919 1.19421
N -2.61441 0.05770 -0.48047
C -1.61863 0.82520 -1.19493
C -1.31534 2.16826 -0.50994
C -0.18881 2.85807 -1.21976
C 1.12195 2.66647 -0.81938
C 2.17057 3.27789 -1.48656
C 1.90307 4.09110 -2.57047
C 0.59943 4.28983 -2.99556
C -0.45213 3.67103 -2.33208
O -1.76734 3.79193 -2.68517
C -2.10142 4.63748 -3.75771
C -4.01015 0.40049 -0.72048
C -4.69717 1.08165 0.48085
C -6.03075 0.32265 0.61291
N -5.76999 -1.02842 0.14801
C -4.90768 -0.84133 -1.00194
C -0.18179 -0.31053 1.78374
C 1.16661 -0.50028 2.03101
H 6.40030 -3.17762 2.37624
H 6.21080 -1.56368 1.68331
H 7.20209 -2.76880 0.85927
H 5.03252 -2.56899 -0.29762
H 5.20030 -4.16982 0.42694
H 4.15277 -4.70264 2.32797
H 4.10539 -3.27308 3.38199
H 1.68374 -4.47080 1.94921
H 1.64585 -3.13922 3.10111
H 2.11497 -4.75200 3.64153
H 3.92120 -0.94728 0.76038
H 3.64975 -1.19064 2.49496
H 1.85972 -2.75575 -0.36728
H -0.54930 -2.42141 -0.82583
H -1.97860 1.01083 -2.20989
H -0.69536 0.24668 -1.26230
H -2.20825 2.79354 -0.52857
H -1.03478 1.97774 0.52668
H 1.31920 2.02817 0.03028
H 3.18704 3.12104 -1.15977
H 2.70965 4.57812 -3.09800
H 0.41769 4.92581 -3.84754
H -1.79070 5.67011 -3.56958
H -1.65998 4.29017 -4.69759
H -3.18709 4.59849 -3.83627
H -4.01494 1.06173 -1.58886
H -4.83855 2.14957 0.32478
H -4.09876 0.93358 1.37917
H -6.41676 0.31619 1.63091
H -6.78254 0.76864 -0.04771
H -5.22900 -1.51283 0.86252
H -4.31861 -1.73505 -1.19952
H -5.53915 -0.63433 -1.87217
H -0.75696 0.35794 2.40893
H 1.64056 0.03416 2.84312
```

Energy relative to the best compared isomer or geometry (same formula, charge and spin) ... 45.6 kcal/mol
SMILES string ... CCN(CC)Cc1ccc(C(=O)N(CCc2ccccc2OC)[C@@H]2CCNC2)cc1
Frontier orbital gap ... 9.0 eV
Charge ... 0
Multiplicity ... 1

Atom charges from the natural (NBO) analysis, given in e for atoms 1 to 2: -0.637 -0.196

=====

# 4
ORCA calculation (ωB97M-V/def2-TZVPD) on C38H29BF5MnN3O5Se as an isolated structure.

```
83
C38H29BF5MnN3O5Se | OMol25 | ωB97M-V/def2-TZVPD
Mn -1.28987 -1.04994 0.33264
C -1.49208 1.00123 2.72913
O -2.15035 0.33633 1.63846
C -3.51037 0.10527 1.76659
C -4.31115 0.75717 2.68444
C -5.66896 0.46408 2.71878
C -6.20969 -0.46608 1.84482
C -5.39858 -1.11376 0.92674
C -4.04232 -0.83285 0.88332
N -3.11556 -1.44172 -0.00568
N -3.63030 -2.14563 -0.92777
C -2.86974 -2.75153 -1.87075
C -1.45905 -2.63752 -1.99640
O -0.70689 -1.97168 -1.19091
C -0.81171 -3.29227 -3.09728
C -1.50703 -4.01305 -3.99958
C -2.92840 -4.16032 -3.90739
C -3.64029 -4.91790 -4.85546
C -5.00051 -5.05558 -4.76567
C -5.68585 -4.43098 -3.71405
C -5.00991 -3.68755 -2.77770
C -3.61254 -3.53340 -2.85019
H -1.75535 0.51860 3.66964
H -1.77672 2.05320 2.74045
H -0.42709 0.89339 2.55408
H -3.89737 1.48323 3.36818
H -6.30070 0.96727 3.43815
H -7.26631 -0.69346 1.88259
H -5.79740 -1.84883 0.24309
H 0.26484 -3.18884 -3.15179
H -0.99034 -4.50295 -4.81706
H -3.09048 -5.39218 -5.65995
H -5.54266 -5.64026 -5.49690
H -6.76052 -4.53629 -3.63696
H -5.54719 -3.21113 -1.97113
Se -0.43526 -2.17281 2.29756
C 0.35966 -3.80972 1.73886
C -0.16100 -4.59652 0.71717
C 0.47253 -5.78619 0.39234
N 1.56101 -6.24508 1.00647
C 2.04393 -5.49171 1.99403
C 1.49181 -4.28580 2.39325
H -1.05425 -4.29911 0.18636
H 0.07561 -6.40613 -0.40546
H 2.92818 -5.87322 2.49411
H 1.94132 -3.71930 3.19804
C 4.27612 6.90031 1.55609
C 5.07353 5.69341 2.07067
C 6.28933 5.46292 1.16180
C 5.57973 6.02027 3.47575
C 4.18387 4.44939 2.04890
C 3.92525 3.69552 3.19199
C 3.12006 2.55313 3.17927
C 2.58081 2.19500 1.97343
O 1.75862 1.12366 1.66788
B 1.53979 1.25343 0.31724
O 2.16273 2.35102 -0.24141
C 2.82694 2.93289 0.82707
C 3.61625 4.05143 0.82834
H 4.89974 7.79631 1.57798
H 3.39775 7.07855 2.17913
H 3.93865 6.75528 0.52915
H 6.93087 6.34648 1.16422
H 5.98947 5.26867 0.13115
H 6.87612 4.61069 1.50892
H 6.19088 6.92320 3.43733
H 6.20016 5.21815 3.87921
H 4.75572 6.20594 4.16710
H 4.36047 3.99101 4.13494
H 2.93615 1.97534 4.07451
H 3.78886 4.59714 -0.08948
F 0.32188 0.41894 -5.83379
C 0.43070 0.43340 -4.50963
C 1.66704 0.25422 -3.91653
F 2.74378 0.06785 -4.67362
C 1.78190 0.26509 -2.53693
F 2.96840 0.06275 -1.96825
C 0.66821 0.46812 -1.74395
O 0.72485 0.38746 -0.37599
C -0.56033 0.64496 -2.35170
F -1.64603 0.77158 -1.57149
C -0.69489 0.62378 -3.72359
F -1.88848 0.77421 -4.28689
```

Energy relative to the best compared isomer or geometry (same formula, charge and spin) ... 1.1 kcal/mol
Frontier orbital gap (alpha / beta) ... 6.5 / 6.5 eV
Charge ... 0
Multiplicity ... 2

Atom charges from the Löwdin analysis, given in e for atoms 1 to 2: 0.487 -0.053